1.
{
  "formula": "C43H52F17N16O6P",
  "method": "ωB97M-V with the def2-TZVPD basis set",
  "species": ["H", "C", "C", "O", "C", "H", "H", "P", "C", "H", "N", "H", "F", "C", "H", "H", "C", "C", "C", "C", "C", "O", "C", "H", "H", "C", "H", "H", "N", "N", "C", "F", "H", "H", "C", "O", "H", "H", "N", "C", "F", "H", "C", "H", "F", "N", "H", "C", "H", "F", "H", "F", "C", "C", "H", "F", "O", "C", "H", "F", "N", "C", "C", "F", "F", "C", "H", "F", "F", "C", "H", "H", "N", "H", "C", "O", "C", "H", "C", "H", "H", "N", "H", "H", "H", "C", "C", "H", "C", "H", "C", "N", "H", "H", "H", "H", "C", "H", "H", "H", "H", "C", "H", "C", "H", "N", "N", "F", "H", "C", "H", "H", "F", "F", "N", "H", "N", "F", "H", "H", "O", "C", "C", "N", "H", "N", "C", "C", "F", "C", "C", "C", "H", "C", "N"],
  "coordinates": [[5.79351, 0.07045, 1.42012], [-4.36027, -7.86276, 3.23446], [-3.57101, 6.71779, -0.23970], [-1.24974, -5.30591, 0.11483], [13.89058, -3.27933, -5.34045], [-4.56698, 2.64937, 4.15462], [-1.49581, -1.82055, 4.45514], [-5.68565, -3.95377, -1.96161], [3.02899, 3.34939, -0.52369], [14.08510, -2.80437, -6.30783], [-1.68751, -3.91742, 6.87292], [9.46171, 4.14061, 2.97703], [-6.42967, -2.41174, 0.73791], [-1.65830, -2.91689, 6.28000], [11.02235, -2.12014, -2.27911], [-9.25530, -0.87774, -4.05058], [8.87205, 3.21887, 2.93284], [5.26187, -0.72521, 1.95262], [-0.28713, -0.44136, -1.29141], [-4.63813, 4.73917, -5.73331], [-3.13958, -0.07047, -5.79141], [-5.91634, -2.49665, -2.88609], [-4.83594, 1.05868, 5.55330], [-6.08729, -2.52448, 7.03272], [-5.61970, 2.90268, -1.96398], [14.05572, -2.33109, -4.22610], [12.87453, -3.68613, -5.37832], [-0.79350, -1.01154, 5.85487], [3.57236, 2.42979, -0.98473], [7.20310, 3.22777, 0.89265], [-5.37101, -3.63509, 5.35568], [2.19022, -1.74645, 0.52999], [-4.46362, 1.03651, 3.45108], [10.85581, 5.92778, 4.89247], [7.85137, 0.60338, -0.36663], [-3.20738, -4.04994, -0.81180], [-3.95663, -7.95970, 5.32883], [-4.28729, 7.82840, 1.43734], [-5.09690, -7.85888, 2.33400], [-5.20096, 3.86820, -0.10633], [-0.34917, -0.47811, -2.80304], [-3.76115, 8.82041, 0.07864], [1.19327, 0.13087, -0.95121], [-5.87445, -5.39361, 0.90319], [-4.40487, 1.10967, 0.60751], [-3.02764, 5.79819, -0.70073], [-2.54423, -1.07566, 5.66058], [-6.05879, -2.47122, 5.93927], [-2.83829, -6.94604, 4.41838], [1.64504, 0.92455, -2.14620], [-4.10649, 5.53483, -6.26582], [-3.02483, -1.33995, -2.03839], [11.86249, 4.18460, 4.18070], [2.30930, -1.09776, -0.80032], [-3.01339, 0.51237, -4.87291], [-2.59988, -1.85742, 1.09038], [-5.04479, -5.13598, -3.12561], [-7.61711, 0.39539, -3.54643], [-4.25924, 4.02222, -2.01641], [-4.76095, -3.42395, 2.07709], [8.77357, 0.37956, 0.30636], [-3.42795, -7.86778, 4.37418], [-5.53937, 5.28206, -4.70314], [-1.34329, 1.81767, -1.47146], [3.65985, -0.42100, -0.81489], [2.34121, 4.51326, 0.05990], [6.24337, 1.86265, -0.98914], [-1.51600, 0.81857, 0.67122], [-4.35693, -0.78364, 2.25874], [-4.19783, -0.17277, -0.16785], [2.31271, 4.46000, 1.15334], [1.30522, 4.58692, -0.28741], [8.73134, -0.11063, -3.27558], [8.34337, 3.12695, 3.88748], [-4.03639, -1.22035, -5.58712], [-3.62646, -5.87884, 0.83154], [-8.53380, -0.20692, -4.52884], [-6.03177, 1.70114, 3.90530], [-4.94611, -2.69291, 0.76274], [6.01951, -1.38663, 2.38594], [9.57937, 2.38495, 2.87327], [3.64855, 0.24667, 3.79665], [11.74189, -1.17089, -3.57840], [6.95060, 0.89353, -2.28050], [12.44811, 5.66659, 5.60188], [4.36063, -0.18232, 2.98279], [-2.59526, -5.11762, 0.04782], [4.71527, -1.30690, 1.20283], [7.93973, 3.22389, 1.79311], [-2.72063, -8.70170, 4.31462], [6.68409, 0.88669, -1.21834], [-4.82764, -4.55469, 4.89465], [-5.90875, 4.64152, -1.96635], [-5.29478, 7.95532, -0.00342], [-3.88049, 4.07775, -5.30000], [11.62674, -0.49662, -1.95383], [-5.24927, 3.85821, -1.57798], [-9.10783, 0.55495, -5.06672], [-3.52437, 0.61159, -6.55694], [5.89634, 0.13730, -1.08728], [-5.56115, -1.53248, 5.67402], [-4.58768, -3.76177, -0.40305], [-5.32862, -2.49111, -3.70617], [-3.01997, -0.04511, -1.31501], [-7.99370, -0.79439, -5.27880], [14.18616, -1.58195, -3.34562], [11.85768, 3.08946, 3.78815], [-3.55509, 0.96471, -2.30583], [2.83885, 5.45201, -0.20536], [-1.56345, 0.47897, -0.80018], [12.30668, 6.25995, 3.94813], [-2.14193, -0.38776, -6.11278], [2.31862, -2.03365, -1.94975], [-0.39689, -1.88157, -0.84735], [-5.16274, 3.87616, 1.05641], [-5.06541, -5.90394, -0.64240], [-6.89292, 0.87131, -2.77022], [1.34443, 0.99589, 0.22326], [14.57607, -4.12895, -5.25352], [-5.18473, 4.15748, -6.48310], [-7.13344, -4.50900, -1.51994], [-4.86853, -5.24057, 0.33026], [-4.25879, 7.88166, 0.34389], [-4.72141, 0.60194, 6.61714], [-7.09478, -2.39756, 5.59197], [-4.74500, -2.12880, -5.42569], [11.10015, -1.10931, -2.69317], [-4.00780, -1.37401, 0.90790], [-5.47391, -0.25877, -0.97898], [-1.62132, -1.65047, 5.52965], [-4.98094, 1.63686, 4.20687], [9.77687, -0.55140, -3.01857], [-4.10140, -5.37562, -2.88070], [11.86856, 5.57068, 4.67766], [-6.25145, 5.71105, -3.88928]],
  "forces_ev_per_angstrom": [[-0.2, 0.0, 0.3], [-0.8, 0.0, -1.0], [0.7, -1.0, -0.5], [-10.2, 1.4, -0.8], [0.0, -0.2, -0.2], [-0.1, -0.2, 0.2], [0.0, -0.2, 0.2], [-6.9, -1.3, -2.3], [0.8, -1.0, -0.5], [0.0, 0.1, 0.3], [0.1, 1.7, -1.0], [-0.3, -0.2, -0.3], [5.1, -0.5, -0.2], [0.0, -1.1, 0.7], [-0.2, 0.2, -0.1], [0.3, 0.2, 0.1], [0.0, -0.1, 0.1], [0.2, -0.1, -0.2], [-0.5, -2.1, -1.9], [0.1, -0.1, -0.2], [0.2, 0.2, -0.1], [1.9, -3.3, 1.5], [0.1, -0.4, 1.1], [0.2, -0.1, -0.2], [-0.1, 0.0, 0.3], [0.3, 0.8, 1.0], [0.1, 0.2, 0.2], [-0.1, -0.3, 0.1], [-0.8, 1.8, 0.8], [1.2, 0.2, 1.6], [0.6, -1.1, -0.5], [0.3, 1.9, -5.0], [-0.1, 0.1, 0.3], [0.1, -0.3, -0.1], [0.9, -0.2, 0.5], [0.6, -1.1, 2.6], [-0.1, 0.1, -0.3], [0.1, -0.2, -0.2], [1.2, 0.0, 1.5], [0.1, 0.0, 1.2], [-0.2, 0.0, 4.8], [0.1, -0.3, -0.1], [2.5, 1.9, -0.8], [2.5, 0.6, -0.4], [1.3, -4.2, -2.8], [-0.8, 1.7, 0.7], [0.1, -0.3, 0.2], [-0.1, 0.1, 0.0], [-0.3, -0.1, -0.2], [-1.7, -2.6, 3.9], [-0.2, 0.0, 0.2], [0.5, 3.9, 2.4], [0.1, -1.3, -0.4], [2.9, -0.1, 0.4], [-0.2, -0.3, 0.0], [-4.3, 1.7, -1.2], [1.0, 2.6, 3.2], [0.8, 0.5, 0.9], [-0.1, 0.1, 0.4], [-0.3, 2.5, -3.9], [-1.4, 0.2, -1.0], [0.2, 0.0, 0.2], [-0.8, 0.5, 0.9], [-0.5, -4.3, 2.1], [-4.7, -2.6, 0.1], [-0.1, 0.2, 0.1], [0.2, -0.2, 0.2], [-0.4, -1.7, -5.0], [1.1, -1.8, -4.2], [-2.7, 2.8, -0.6], [0.1, -0.2, -0.2], [0.2, -0.2, -0.1], [1.9, -0.8, 0.2], [-0.1, 0.0, -0.3], [-0.7, -0.9, 0.2], [2.0, 4.9, -3.1], [-0.2, -0.1, -0.1], [0.2, -0.1, 0.2], [-1.6, -1.1, 2.1], [-0.2, 0.2, 0.1], [-0.2, 0.1, -0.2], [1.1, -0.7, -1.3], [-0.4, 0.2, 0.2], [0.2, -0.1, 0.4], [-0.1, -0.2, -0.2], [-0.8, 0.5, 0.8], [5.6, -1.2, 1.6], [-0.1, 0.2, 0.3], [-0.9, 0.0, -1.0], [-0.2, 0.1, -0.2], [-0.3, 0.2, -0.2], [-0.9, 1.5, 0.7], [0.1, -0.2, 0.4], [0.2, -0.2, -0.1], [-0.2, 0.2, 0.2], [-0.3, 0.0, -0.2], [-0.1, -0.2, -0.1], [0.2, 0.0, 0.2], [-0.1, -0.3, 0.1], [0.3, 0.1, 0.1], [0.0, -0.4, 0.0], [0.2, -3.4, 1.6], [-0.8, -0.1, 0.9], [-2.5, 0.4, -2.2], [0.1, 0.1, 0.3], [-0.2, -1.3, -1.5], [0.1, 1.9, 0.7], [1.9, -3.3, 3.1], [0.1, -0.3, -0.1], [1.2, 3.3, 0.4], [0.0, -0.3, 0.0], [-0.3, -0.2, 0.1], [-0.3, 3.1, 4.4], [0.3, 5.0, -1.2], [-0.1, 0.0, -1.8], [0.1, 1.2, 2.0], [-1.3, -0.6, -1.6], [-1.1, -3.0, -3.7], [-0.1, 0.3, 0.2], [-0.1, 0.2, 0.3], [6.1, 2.4, -1.3], [-2.3, -2.4, -3.4], [-0.1, 0.2, 0.1], [-0.1, 0.7, -1.7], [0.2, -0.2, -0.1], [1.3, 1.6, -0.2], [0.1, 0.0, 0.0], [0.4, 0.0, 3.8], [4.5, -0.5, 3.2], [0.0, 0.2, -0.1], [0.0, 0.1, -0.2], [-1.2, 0.5, -0.2], [-1.3, 0.4, -0.5], [0.0, 0.2, 0.1], [1.2, -0.6, -1.6]],
  "lowdin_charge": [0.057, -0.259, -0.249, 0.029, -0.070, 0.084, 0.075, 0.822, -0.233, 0.083, 0.117, 0.055, 0.032, -0.274, 0.085, 0.089, -0.087, -0.068, -0.064, -0.067, -0.046, -0.225, -0.261, 0.087, 0.037, -0.262, 0.082, 0.084, 0.154, 0.141, -0.255, 0.051, 0.049, 0.081, -0.318, -0.049, 0.082, 0.084, 0.132, -0.293, 0.024, 0.081, -0.105, 0.171, 0.015, 0.139, 0.052, -0.068, 0.075, 0.015, 0.084, 0.043, -0.262, -0.128, 0.069, 0.042, -0.184, -0.230, 0.054, 0.000, 0.122, -0.078, -0.245, 0.025, -0.003, -0.061, 0.033, 0.042, 0.002, -0.053, 0.086, 0.081, 0.137, 0.085, -0.196, -0.015, -0.063, 0.091, -0.106, 0.088, 0.061, 0.111, 0.040, 0.042, 0.083, -0.265, -0.176, 0.057, -0.247, 0.078, -0.110, 0.141, 0.034, 0.084, 0.076, 0.086, -0.106, 0.081, 0.084, 0.052, 0.032, -0.281, -0.005, -0.077, 0.078, 0.137, 0.143, 0.011, 0.082, -0.055, 0.084, 0.091, 0.062, 0.035, 0.121, 0.135, 0.149, 0.055, 0.083, 0.081, -0.345, -0.117, -0.066, 0.129, 0.084, 0.155, -0.084, -0.065, -0.006, -0.070, -0.065, -0.237, 0.083, -0.072, 0.138],
  "largest_force_ev_per_a": 10.27
}

2.
{
  "formula": "C2F3N",
  "method": "ωB97M-V with the def2-TZVPD basis set",
  "species": ["N", "F", "C", "C", "F", "F"],
  "coordinates": [[1.87009, -0.67455, 0.84590], [-1.20790, -0.75995, 0.23869], [0.91272, -0.06625, 0.57138], [-0.38594, 0.14629, -0.18117], [-0.92198, 1.34549, 0.01290], [-0.26698, 0.00898, -1.48769]],
  "forces_ev_per_angstrom": [[-1.8, 1.6, -0.1], [-1.3, -1.3, 0.7], [1.6, -1.7, -0.7], [0.6, 1.1, 0.2], [0.1, 0.4, 0.5], [0.8, -0.2, -0.5]],
  "lowdin_charge": [0.196, 0.198, -0.036, -0.698, 0.160, 0.180],
  "de_lowest_kj_mol": 25.6,
  "largest_force_ev_per_a": 2.42
}

Number 1: gap between HOMO and LUMO 0.345 Ha, E -5035.7688 Ha, lowest unoccupied orbital energy -1.148 eV. Number 2: gap between HOMO and LUMO 0.503 Ha, E -430.5399 Ha, lowest unoccupied orbital energy 0.304 eV.